[1]
28
Properties=species:S:1:pos:R:3:forces:R:3:nbo_charge:R:1 method="wB97M-V/def2-TZVPD" e_tot_ev=-48009.256 spin_multiplicity=1
K -1.064 -2.715 0.978 0.70 0.62 -0.38 0.912
Te -3.451 -0.834 2.148 0.03 -0.50 -0.03 -0.434
C -3.989 -2.883 2.473 0.00 0.19 -0.14 -0.432
C -5.194 -3.302 2.935 -1.33 -0.17 0.46 -0.338
C -5.325 -4.736 3.126 -1.03 0.17 0.25 -0.237
C -4.242 -5.414 2.726 1.46 -0.84 0.28 -0.430
S -3.007 -4.302 2.200 -0.70 -0.49 0.44 0.252
H -6.016 -2.586 3.129 0.69 -0.59 -0.04 0.232
H -6.177 -5.304 3.568 0.60 0.93 -0.42 0.225
H -3.978 -6.470 2.923 -0.34 0.83 -0.43 0.236
N 0.934 -0.931 0.163 -0.63 -1.92 1.36 -0.509
C 1.448 -0.094 -0.420 0.08 0.23 -0.32 0.473
N 1.763 0.879 -1.204 5.05 -0.03 1.02 -0.504
C 1.018 2.161 -1.086 1.03 -1.60 -1.88 -0.267
C 1.894 3.295 -0.711 3.94 0.48 1.26 -0.435
C 3.072 3.614 -1.733 3.74 -3.53 1.18 -0.430
C 3.299 2.380 -2.580 -2.03 -1.69 -3.35 -0.447
C 3.365 1.089 -1.693 -2.73 0.19 -0.38 -0.182
H 0.189 2.127 -0.346 0.09 -0.49 -1.31 0.257
H 1.001 1.894 -2.231 -2.51 3.32 1.47 0.282
H 2.224 3.558 0.322 -0.25 -1.72 -0.10 0.233
H 1.359 4.135 -0.832 -2.62 2.91 -0.63 0.221
H 4.129 4.090 -1.744 -1.33 -0.78 2.33 0.232
H 2.636 4.351 -2.178 -2.54 4.01 -4.04 0.203
H 4.045 2.285 -3.425 0.25 0.77 1.62 0.246
H 2.395 2.391 -3.381 1.43 -0.85 2.00 0.208
H 4.136 1.169 -0.892 -1.10 0.14 -0.12 0.215
H 3.535 0.152 -2.233 0.05 0.41 -0.09 0.219

[2]
64
Properties=species:S:1:pos:R:3:forces:R:3:nbo_charge:R:1 method="wB97M-V/def2-TZVPD" total_charge=+1 spin_multiplicity=1 relative_energy_kcal_mol=0.0
I -1.154 -1.170 0.969 0.05 0.04 -0.03 0.053
C -0.768 -2.755 2.354 -0.15 -0.33 0.06 -0.488
C -0.505 -4.052 1.611 0.01 0.06 -0.32 -0.425
C 0.788 -4.003 0.765 -0.03 0.04 -0.09 -0.457
C 0.571 -4.419 -0.649 0.00 -0.25 0.08 0.168
C 0.277 -5.642 -1.163 0.05 0.27 0.13 -0.067
N 0.145 -5.480 -2.524 -0.22 -0.69 0.03 -0.446
C 0.342 -4.225 -2.842 0.05 0.75 -0.47 0.257
N 0.606 -3.555 -1.728 0.02 -0.16 0.56 -0.464
H -1.678 -2.826 2.942 0.04 0.03 0.10 0.240
H 0.062 -2.462 2.989 0.01 0.16 -0.03 0.233
H -0.454 -4.891 2.306 0.01 0.09 0.18 0.234
H -1.357 -4.248 0.959 -0.02 -0.05 0.02 0.216
H 1.559 -4.646 1.186 0.02 0.03 0.11 0.252
H 1.183 -2.987 0.761 0.10 0.02 0.05 0.236
H 0.150 -6.580 -0.655 0.00 -0.09 -0.14 0.255
H -0.071 -6.199 -3.206 0.14 0.09 -0.18 0.482
H 0.284 -3.791 -3.823 -0.01 -0.18 -0.10 0.258
H 0.786 -2.566 -1.644 -0.08 0.06 -0.11 0.456
C 3.562 -4.440 -7.039 -0.06 -0.03 -0.08 -0.410
C 2.354 -4.186 -7.953 0.02 -0.03 0.07 -0.402
C 1.425 -5.402 -7.834 -0.02 0.20 -0.13 -0.673
S 1.704 -6.078 -6.194 0.07 0.01 -0.21 2.168
O 2.277 -7.389 -6.302 -0.05 -0.07 0.11 -0.917
O 0.517 -5.886 -5.375 0.01 0.09 0.28 -1.010
C 2.987 -4.922 -5.711 0.09 0.11 -0.02 -0.666
H 4.166 -3.545 -6.906 0.01 0.00 0.00 0.237
H 4.200 -5.215 -7.468 0.01 -0.01 0.02 0.228
H 1.830 -3.285 -7.626 0.00 0.00 0.01 0.208
H 2.656 -4.031 -8.986 -0.01 0.00 -0.01 0.242
H 0.373 -5.148 -7.930 -0.03 -0.08 0.03 0.258
H 1.682 -6.185 -8.543 0.02 -0.07 0.06 0.263
H 3.702 -5.439 -5.075 -0.06 -0.07 0.02 0.264
H 2.515 -4.105 -5.164 -0.01 0.00 0.00 0.217
C 0.385 4.868 1.480 0.08 -0.09 -0.21 -0.414
C -0.607 3.699 1.446 0.07 0.00 0.04 -0.400
C 0.199 2.410 1.655 -0.29 0.16 -0.09 -0.678
S 1.635 2.877 2.634 -0.12 0.05 0.04 2.168
O 2.817 2.660 1.836 0.07 -0.07 0.03 -0.950
O 1.525 2.296 3.949 0.09 -0.05 0.00 -0.948
C 1.275 4.627 2.692 -0.08 0.15 -0.06 -0.667
H -0.122 5.823 1.554 -0.02 0.04 0.03 0.263
H 0.987 4.868 0.568 0.04 -0.02 0.03 0.208
H -1.333 3.818 2.253 0.01 0.03 0.01 0.208
H -1.163 3.669 0.509 -0.01 -0.01 0.00 0.221
H -0.352 1.651 2.202 0.07 -0.06 0.04 0.245
H 0.570 1.999 0.718 0.08 0.01 0.02 0.236
H 2.210 5.181 2.678 0.05 -0.07 0.03 0.262
H 0.741 4.820 3.621 0.01 0.00 0.02 0.242
C -4.308 6.511 4.791 0.07 -0.06 0.01 -0.407
C -3.652 5.557 5.799 0.01 0.04 -0.04 -0.403
C -2.175 5.420 5.406 -0.17 -0.11 0.11 -0.675
S -1.735 6.965 4.592 -0.05 0.05 0.09 2.171
O -1.414 6.685 3.210 -0.03 -0.03 0.08 -0.972
O -0.812 7.706 5.408 0.09 0.01 -0.07 -0.928
C -3.363 7.702 4.666 -0.20 -0.03 -0.01 -0.672
H -5.299 6.824 5.114 -0.01 0.00 0.00 0.232
H -4.412 6.016 3.822 -0.01 0.02 -0.01 0.213
H -3.728 5.978 6.803 0.01 0.02 0.00 0.215
H -4.142 4.585 5.814 0.00 -0.01 0.01 0.226
H -1.516 5.286 6.260 0.07 0.02 -0.04 0.259
H -2.016 4.616 4.689 0.03 0.05 -0.05 0.238
H -3.517 8.303 3.773 0.09 0.01 -0.01 0.259
H -3.390 8.332 5.553 0.04 0.01 0.01 0.246